10
Properties=species:S:1:pos:R:3:forces:R:3:mulliken_charge:R:1 method="wB97M-V/def2-TZVPD" multiplicity=1 gap_ev=8.459 relative_energy_kcal_mol=125.7 homo_energy_ha=-0.3487 smiles="C=N/N=C/C=O"
C 2.148958 0.023069 0.400690 -0.28 -5.61 -7.49 -0.36
N 1.332568 -0.798738 -0.350954 5.92 2.14 0.53 -0.22
N 0.093994 -1.075278 -0.290970 -2.63 4.57 0.51 -0.13
C -0.696518 -0.001854 -0.526603 -0.52 0.59 1.81 0.02
C -2.155749 0.155316 -0.093865 -0.23 -7.69 0.57 0.03
O -2.882569 -0.779276 0.381900 2.58 4.04 -1.53 -0.50
H 3.267052 0.029874 0.312549 -1.46 -0.02 -0.74 0.25
H 1.768098 0.218623 1.245402 -2.81 2.25 6.53 0.37
H -0.402339 1.139119 -0.683614 0.82 -2.68 -0.15 0.20
H -2.473495 1.089144 -0.394535 -1.40 2.41 -0.06 0.34